Entry 1:
119
Properties=species:S:1:pos:R:3:forces:R:3 method="wB97M-V/def2-TZVPD" total_charge=+1 orbital_gap_ev=5.3 homo_energy_ev=-9.679 e_above_lowest_kcal_mol=0.00
W -0.2207 0.1026 1.2052 -2.9 1.5 -4.6
I 3.2687 1.8682 8.5801 -0.1 -0.1 -0.2
Cl 0.0499 2.3629 2.2850 0.0 -0.1 -0.1
O 0.4322 -1.8938 3.6389 0.0 0.1 -0.2
O -0.5405 -2.4347 2.7466 0.0 -0.2 0.2
O 1.2768 -0.3134 2.2292 0.9 -0.1 0.7
O -0.7845 -0.0583 2.9995 0.1 -0.4 0.6
N -1.3294 1.5224 -0.0617 0.4 -0.5 1.0
N 0.4399 -1.9701 0.5196 0.1 0.3 0.4
N -2.0526 -1.0098 0.7607 0.3 0.7 0.5
N 0.4083 -0.8722 -2.2369 0.2 0.0 -0.1
C -2.6880 -6.6219 -0.4736 -0.1 -0.1 0.0
C 4.3491 2.6781 -0.3544 -0.1 -0.1 -0.1
C 0.9539 1.1843 6.7374 -0.1 0.0 0.0
C 4.5054 5.0772 -0.2686 0.0 0.0 0.0
C -1.4258 -3.3947 0.9612 -0.1 0.5 0.1
C 0.9766 -4.0114 1.5862 0.1 0.2 0.0
C -0.0698 -2.9479 1.5012 -0.2 -0.1 -0.1
C 0.0030 0.4648 -2.4585 0.0 0.4 -0.2
C -1.6206 -5.6988 1.9185 -0.1 0.1 0.0
C -6.9073 1.6556 2.4046 -0.1 0.0 0.1
C -5.5853 1.2537 2.2787 0.1 0.0 0.0
C 1.6200 4.3208 -2.8953 0.0 0.1 0.2
C 4.5587 -2.9283 -0.7240 -0.1 0.1 -0.1
C -1.9881 -7.0268 1.7858 0.0 -0.1 0.0
C 0.8956 1.4299 -1.6782 -0.3 -0.7 0.4
C 2.3348 1.1406 6.8446 0.2 0.1 0.3
C 4.8386 -3.6809 -3.3809 0.0 0.0 0.0
C 3.0284 2.7368 0.0899 0.1 0.0 -0.2
C 5.0748 3.8433 -0.5518 0.0 0.0 0.0
C -0.5853 -1.8737 -2.1122 -0.1 -0.4 0.0
C 1.8806 -3.7833 0.6452 0.0 -0.2 0.1
C 3.1154 0.6131 5.8274 0.0 0.0 -0.1
C 0.6111 5.9449 -4.3574 0.0 0.0 0.0
C -2.3114 -2.3997 0.7172 0.5 -0.6 0.0
C -3.2829 -0.4104 0.8121 0.4 0.0 -0.1
C -7.5704 2.2295 1.3302 0.0 0.0 0.0
C 1.1102 0.1362 4.5894 0.0 0.0 -0.1
C -4.3301 -1.4031 0.7346 -0.1 -0.3 -0.1
C 3.2104 5.1409 0.2220 0.0 0.0 -0.1
C 5.7218 -3.5501 -1.1533 0.0 0.0 0.1
C -1.7101 3.8051 -0.2843 -0.3 0.0 0.2
C -1.5448 -0.0017 -4.3630 0.0 0.0 0.0
C -6.9021 2.4171 0.1280 0.0 0.0 0.0
C -1.5582 -2.0709 -3.0053 0.0 0.1 -0.1
C -0.8413 0.8428 -3.4314 0.0 -0.1 0.1
C 3.5074 -2.7042 -1.6121 0.0 -0.1 0.0
C 2.2133 -2.1047 -1.1953 -0.1 -0.2 0.1
C -0.7669 4.4515 -3.0762 0.1 -0.1 0.1
C 2.4728 3.9799 0.3991 0.1 -0.1 0.0
C -2.3252 -5.2917 -0.3455 0.1 0.1 0.1
C 1.5288 -2.5458 -0.0636 -0.2 0.6 0.0
C -1.7863 -4.8125 0.8520 -0.1 -0.2 -0.2
C -1.8506 -1.2998 -4.1907 0.0 0.1 0.0
C -0.8506 2.7114 -0.6619 0.7 0.2 -0.3
C 2.4957 0.1102 4.6959 -0.1 0.0 0.0
C -0.6439 5.4803 -3.9931 0.0 0.1 -0.1
C -4.9096 1.4360 1.0766 0.0 0.0 0.0
C 2.1614 1.2459 -2.5000 0.1 0.0 0.1
C 1.7142 -1.0367 -1.9650 0.0 -0.1 -0.2
C 1.7390 5.3579 -3.8045 0.1 0.0 0.0
C -3.5124 0.9563 0.8814 0.0 0.3 0.1
C 5.8634 -3.9295 -2.4793 0.1 0.0 0.0
C 3.6679 -3.0795 -2.9495 0.0 0.0 0.1
C 0.1774 2.7392 -1.5503 -0.3 -0.1 0.2
C -2.7310 3.2988 0.4326 0.2 0.4 -0.2
C 0.3638 3.8575 -2.4921 -0.1 0.2 -0.1
C 2.2702 1.4989 0.4103 0.1 -0.4 -0.1
C 0.3386 0.6755 5.6046 -0.1 0.0 -0.1
C 2.5844 -0.0191 -2.5590 0.0 0.2 -0.1
C -2.5335 1.8755 0.5066 -0.3 -0.6 -0.4
C -3.7421 -2.6041 0.6210 -0.2 0.3 0.0
C -5.5785 2.0267 0.0038 0.0 -0.1 0.1
C 0.4828 -0.4816 3.3675 1.1 -0.9 1.9
C -2.5181 -7.4944 0.5910 0.0 0.1 0.0
C 1.2466 0.8938 -0.2325 0.1 0.5 0.7
H -2.8065 -8.5322 0.4920 0.0 0.0 0.0
H -1.5308 5.9192 -4.4318 0.0 0.0 0.0
H -0.4847 -2.5330 -1.2669 -0.1 0.1 -0.1
H 6.0964 3.7886 -0.9055 0.0 0.0 0.0
H 0.3551 1.6173 7.5264 0.0 0.0 0.0
H 4.4724 -2.5853 0.2997 0.0 -0.1 0.1
H 3.5401 -0.3133 -2.9652 0.0 0.0 -0.1
H 6.5186 -3.7317 -0.4437 0.0 0.0 0.0
H -5.0719 0.8038 3.1202 0.0 0.0 0.0
H -1.8708 -7.7030 2.6225 0.0 0.0 0.0
H -2.2089 -2.9183 -2.8232 0.1 0.0 0.1
H -7.4248 1.5121 3.3442 0.0 0.0 0.0
H -4.2119 -3.5707 0.5546 0.0 0.0 0.0
H 4.1934 0.5954 5.9056 0.0 0.0 0.1
H -1.9055 0.5054 -5.2500 0.0 -0.1 0.0
H 6.7779 -4.4054 -2.8076 0.0 0.0 0.0
H 4.8040 1.7129 -0.5451 0.0 0.0 0.0
H 2.7690 6.0994 0.4638 0.0 0.0 0.0
H -8.6056 2.5283 1.4277 0.0 0.0 0.0
H 2.7004 2.0698 -2.9408 0.0 -0.1 0.0
H 2.6136 1.0613 1.3433 -0.3 0.1 0.1
H -1.5269 4.8387 -0.5275 0.0 0.0 -0.1
H -2.4379 -1.7991 -4.9512 0.0 0.0 0.0
H 2.7161 -4.4087 0.3848 0.1 0.0 0.0
H -0.7383 0.7128 5.5023 0.0 0.0 0.0
H -5.0535 2.1594 -0.9350 0.0 0.0 0.0
H 2.5171 3.9137 -2.4541 0.0 0.1 0.1
H -0.9992 1.9055 -3.5591 0.0 0.0 0.1
H 0.7069 6.7514 -5.0719 0.0 0.0 0.0
H 1.4837 4.0248 0.8271 -0.1 0.0 -0.1
H 5.0764 5.9845 -0.4174 0.0 0.0 0.0
H 2.7242 5.7166 -4.0734 0.0 0.0 0.0
H 3.0865 -0.2994 3.8876 0.0 0.0 0.0
H -3.1044 -6.9777 -1.4071 0.0 0.0 0.0
H 4.9474 -3.9688 -4.4185 0.0 0.0 0.0
H 2.8545 -2.9104 -3.6462 0.0 0.0 0.0
H -1.7525 4.0812 -2.8253 0.0 0.0 0.0
H -3.5553 3.8271 0.8816 0.0 0.0 0.0
H -5.3825 -1.1745 0.7538 0.0 0.0 0.0
H 0.9370 -4.8185 2.2977 0.0 -0.1 -0.1
H -7.4145 2.8549 -0.7188 0.0 0.0 0.0
H -1.2573 -5.3312 2.8701 0.0 0.0 0.0
H -2.4409 -4.6099 -1.1795 0.0 0.0 0.0

Entry 2:
124
Properties=species:S:1:pos:R:3:forces:R:3 method="wB97M-V/def2-TZVPD" total_charge=-2 orbital_gap_ev="4.5 / 4.4" homo_energy_ev="-1.056 / -1.054" e_above_lowest_kcal_mol=0.00
Cs -0.1915 -0.7780 -1.5125 0.3 1.6 -1.7
S -0.9758 -1.8129 1.6033 -0.1 0.1 0.4
S -3.1928 2.9212 3.2610 0.1 -0.1 0.1
O -0.1672 -2.3028 0.4449 0.2 -1.4 1.6
N 1.1409 0.9211 1.9772 0.2 -0.2 0.0
N -3.5141 -0.3489 -3.4422 -0.1 0.0 0.0
N -1.3115 0.4338 -3.9608 -0.1 -0.1 -0.2
N 2.8187 -2.2486 -4.3970 0.2 -0.1 0.0
N -2.0190 -2.2329 -3.4901 0.1 0.1 0.0
N -1.9248 2.4114 -0.3949 0.1 -0.3 0.1
N 1.3425 -0.3553 -4.2759 -0.2 -0.1 0.1
N 0.6690 -3.0122 -3.6354 -0.3 0.3 0.0
N -1.1986 -4.4731 -3.2304 0.0 -0.1 0.1
N 2.8313 -0.6848 0.5134 -0.1 0.2 0.1
N 0.4632 1.8261 -4.7816 0.0 0.2 -0.1
C -2.7310 2.9329 0.5345 -0.2 0.2 -0.1
C -3.0735 2.0894 1.6756 0.0 -0.2 0.3
C 3.2942 -5.3170 -4.7431 0.0 0.1 0.0
C 4.7798 2.2886 -5.8819 0.1 0.1 0.0
C -2.1372 4.4039 -1.7033 0.0 0.0 0.0
C -1.3715 -6.7165 2.4229 0.0 -0.1 0.1
C 4.8519 -0.0667 -5.3150 -0.1 0.0 0.0
C 2.1883 -4.6046 -4.3012 -0.1 -0.2 0.0
C 0.4560 -3.9565 4.6156 0.0 0.0 0.0
C 1.9930 -5.2404 2.7150 0.0 0.0 0.0
C 2.2981 3.0214 3.3744 -0.1 0.0 0.0
C 1.9171 -3.1782 -4.1004 0.1 -0.2 0.1
C 3.4375 2.3704 -5.5475 -0.1 0.0 0.0
C -5.3652 -2.4065 -2.0018 0.0 0.0 0.0
C 0.0594 -2.0134 3.0926 -0.1 0.0 0.0
C 3.0772 1.9648 2.9274 -0.1 -0.1 -0.1
C 0.0578 -4.2055 -3.5857 0.2 0.0 0.0
C -0.8033 1.5456 -4.5196 -0.1 -0.1 0.0
C -4.3180 3.7580 -5.0895 -0.1 0.1 0.0
C 1.4365 0.9244 -4.6612 0.1 -0.1 0.0
C -1.8259 -4.4883 1.6244 0.0 -0.1 0.0
C -2.1127 -3.5239 -3.1104 -0.1 0.1 0.0
C 3.4582 -1.7403 0.0231 0.1 -0.2 -0.1
C -3.4349 -3.7809 -2.5222 -0.2 0.1 0.1
C -3.1665 -1.6077 -3.1835 0.0 -0.1 -0.1
C -2.9451 4.9688 -0.7242 0.1 0.0 -0.1
C 0.8899 -6.6430 -4.0692 0.0 0.0 0.0
C 4.4726 -2.4105 0.6957 0.0 0.1 0.1
C 3.5116 0.0172 -4.9642 0.0 0.2 -0.1
C -2.2695 -3.0848 1.8693 0.0 0.1 0.0
C 0.6585 -3.3511 3.3786 0.0 0.0 0.1
C -3.1440 4.3818 -5.5174 -0.1 0.1 -0.1
C -4.0980 -2.5480 -2.5431 0.0 -0.2 0.0
C 0.9375 3.0049 3.1176 0.0 0.0 0.0
C -5.3103 -4.7653 -1.4462 -0.1 -0.1 0.1
C 2.0032 -7.3527 -4.4898 0.0 -0.1 0.0
C -3.0676 1.8553 -4.4184 0.1 0.2 -0.1
C 0.9956 -5.2638 -3.9682 0.2 0.0 -0.1
C 4.8509 -1.9456 1.9459 0.0 -0.1 -0.2
C -1.9154 3.7517 -5.3982 0.1 -0.1 0.0
C -3.4908 0.3889 3.0973 0.0 0.1 0.1
C -3.2468 4.2302 0.4010 0.0 0.0 0.0
C 1.4491 -3.9999 2.4325 0.0 0.0 0.0
C 2.8111 1.2250 -5.0813 0.2 -0.1 0.0
C 4.2114 -0.8348 2.4646 -0.2 0.1 -0.1
C 1.0169 -5.1915 4.9020 0.0 0.0 0.1
C -1.4146 -4.8777 0.3546 0.0 0.0 -0.1
C 3.1916 -6.6958 -4.8248 0.1 -0.1 0.0
C -2.6498 0.5432 -3.9004 0.2 0.1 0.0
C -4.0395 -4.9055 -1.9785 0.1 0.0 0.0
C -4.2949 2.4836 -4.5418 0.0 0.0 0.0
C -0.9652 -6.1668 0.1242 0.0 0.0 0.0
C -3.4584 1.4038 4.0125 -0.1 0.1 0.0
C 5.4794 1.0835 -5.7678 0.1 0.0 0.0
C 2.5286 -0.9606 -4.4807 0.1 0.2 0.0
C 0.4049 1.9262 2.4185 -0.1 0.2 0.1
C -1.8079 -5.4233 2.6528 0.0 0.0 0.0
C 2.4523 0.9367 2.2259 -0.1 0.2 0.1
C -1.8883 2.4862 -4.8358 -0.2 0.0 0.0
C -1.6560 3.1229 -1.4766 0.1 0.3 -0.2
C 3.2016 -0.2314 1.7131 0.3 -0.3 -0.1
C -5.9632 -3.5304 -1.4527 -0.1 0.0 0.0
C 1.7823 -5.8396 3.9479 0.1 -0.1 0.0
C -0.9403 -7.0891 1.1593 0.1 -0.1 -0.1
C -3.2659 0.7413 1.7227 0.1 0.0 -0.2
H -3.5214 -5.8548 -1.9582 0.0 0.0 0.0
H 4.2042 -4.7991 -5.0170 0.0 0.0 0.0
H -3.5991 1.3403 5.0808 0.0 0.0 0.1
H -3.9121 4.6229 1.1580 0.0 0.0 0.1
H -0.9990 4.2261 -5.7228 0.0 0.0 0.0
H -1.8970 4.9180 -2.6226 0.0 0.0 0.0
H -1.0071 2.6495 -2.2045 0.0 0.0 -0.1
H 4.1452 1.9461 3.0924 0.1 0.0 0.0
H 3.1322 -2.0757 -0.9550 0.0 0.0 -0.1
H 6.5295 1.0523 -6.0417 0.0 0.0 0.0
H 2.7514 3.8460 3.9113 0.0 0.0 0.0
H -3.6838 -0.6289 3.4234 0.0 -0.1 0.1
H -5.1973 1.9921 -4.2054 0.0 0.0 0.0
H -0.6442 -6.4326 -0.8734 0.0 0.0 -0.1
H 5.2990 3.1694 -6.2404 0.0 0.0 0.0
H -3.0477 -2.7811 1.1663 0.0 0.1 0.0
H -1.3563 -7.4302 3.2369 0.0 0.0 0.0
H -5.8535 -1.4428 -2.0013 0.0 0.1 0.0
H -0.0399 -7.1387 -3.8255 -0.1 0.0 0.0
H -2.6609 -2.9361 2.8754 0.0 0.0 0.1
H -5.8030 -5.6235 -1.0021 0.0 0.0 0.0
H -3.3561 5.9644 -0.8487 0.0 0.0 0.0
H 4.9400 -3.2747 0.2481 0.0 -0.1 0.0
H 2.2092 -6.8120 4.1601 0.0 0.0 0.0
H -2.1260 -5.1320 3.6452 0.0 0.0 0.1
H -0.6528 1.8608 2.2066 -0.2 0.0 0.0
H -0.5587 -1.6584 3.9190 -0.1 0.0 0.0
H 4.4593 -0.4563 3.4468 0.0 0.0 0.0
H 1.9556 -8.4332 -4.5683 0.0 0.0 0.0
H 4.0422 -7.2793 -5.1588 0.0 0.0 0.0
H 0.8244 -1.2570 2.9178 0.0 0.0 -0.1
H -0.1557 -3.4556 5.3577 0.0 0.0 0.0
H 2.8836 3.2937 -5.6438 0.0 0.1 0.0
H -5.2605 4.2842 -5.1848 0.0 0.0 0.0
H -0.5851 -8.0970 0.9818 0.0 0.0 0.0
H 2.5800 -5.7450 1.9603 0.0 0.0 -0.1
H -6.9486 -3.4516 -1.0099 0.0 0.0 0.0
H -1.4354 -4.1730 -0.4611 0.0 0.0 -0.1
H 0.8456 -5.6505 5.8679 0.0 0.0 0.0
H 0.2783 3.7944 3.4460 0.0 0.1 0.0
H 1.6012 -3.5394 1.4680 0.0 0.0 -0.1
H -3.1989 5.3781 -5.9448 0.0 0.0 0.0
H 5.3792 -1.0080 -5.2360 0.0 0.0 0.0
H 5.6234 -2.4492 2.5142 0.0 0.0 0.0

Entry 3:
143
Properties=species:S:1:pos:R:3:forces:R:3 method="wB97M-V/def2-TZVPD" total_charge=-2 orbital_gap_ev=6.3 homo_energy_ev=-2.946 e_above_lowest_kcal_mol=0.00
I -4.5521 3.1319 3.5813 0.0 -0.1 0.2
I -4.1825 0.3128 8.8934 0.1 0.0 -0.2
Ge -0.8357 0.4741 -1.2949 0.0 -0.4 -0.1
Ge 0.7369 -1.6110 0.1130 -0.1 0.0 -0.1
Sc -0.0485 1.3555 2.6363 -0.4 -0.5 -0.4
S -1.2851 -1.7549 -0.9655 0.2 0.6 0.1
S -1.2294 1.8117 0.3272 -0.1 -0.2 -0.4
S 0.3304 -1.2135 2.1933 0.2 -0.2 -0.3
S 1.4169 0.0362 -1.3508 -0.5 0.1 0.4
O 3.5753 1.8996 4.0657 -0.1 -0.1 -0.1
O -2.0048 1.3792 3.1599 -0.5 0.0 0.4
O 0.5915 3.7500 1.7116 -0.1 0.0 -0.1
O 0.0888 2.6400 4.2378 0.0 0.2 0.4
O 0.7980 3.9286 5.9246 0.0 -0.1 -0.1
O 1.9114 1.4452 2.6414 1.1 -0.2 0.1
N -0.4643 -0.0409 4.8340 0.0 0.2 -0.2
C 0.3690 4.1451 -2.5112 -0.1 0.0 0.0
C 1.9609 -3.2216 0.1001 -0.3 0.3 -0.1
C 3.3477 -3.0588 0.2293 0.0 -0.1 -0.2
C 2.1587 5.2925 0.9565 -0.1 -0.1 0.0
C 0.9475 -0.8292 -4.8916 -0.1 0.0 -0.1
C 4.8953 0.0565 -1.2044 0.0 0.0 0.1
C -3.2683 3.7213 -1.5006 0.1 0.0 -0.1
C 0.2541 -0.8298 5.5890 0.1 0.1 -0.2
C -1.5690 1.1504 -3.0730 0.3 0.0 0.5
C 4.4102 -1.0615 1.3005 0.0 0.0 -0.1
C -0.2710 -1.7003 -4.7430 0.0 0.0 0.0
C 5.8720 2.1314 -0.1698 -0.1 -0.1 0.0
C 1.0582 6.0143 1.7700 0.0 -0.1 0.0
C -2.2678 2.2096 -5.6020 0.0 0.0 0.0
C -0.8483 -5.0378 1.0774 0.0 0.0 -0.1
C 1.4275 -4.5146 0.1566 0.0 0.0 0.0
C -1.6572 0.3998 5.2862 -0.2 0.0 0.2
C -4.4092 2.7576 -1.6788 0.1 0.0 0.1
C -2.5833 -1.9793 -4.0768 0.1 0.1 -0.1
C -1.6413 0.3305 -4.2096 0.0 0.0 -0.1
C -2.7448 -5.2997 -0.4112 0.0 -0.1 -0.1
C -1.9151 -5.0468 -1.4925 0.0 -0.1 0.0
C -2.3596 5.6505 -0.3455 -0.1 0.0 0.1
C -3.8792 -1.4562 -3.5171 0.1 0.0 0.0
C -2.5408 6.7514 0.6663 0.0 -0.1 0.0
C -4.0460 1.5556 6.1573 0.1 -0.2 0.2
C 2.2642 -5.6136 0.3363 0.0 0.0 0.0
C -2.0402 3.5316 -2.1412 -0.1 0.1 0.1
C 4.0046 -1.7244 0.1421 0.1 0.1 0.0
C 0.7686 3.6043 4.7441 0.2 0.4 0.1
C 3.8631 -1.9121 -2.3725 0.0 0.0 0.1
C 2.5955 3.7149 2.8615 -0.2 -0.3 -0.1
C -0.2199 -3.0463 -5.0735 -0.2 0.2 -0.4
C 4.2315 -1.6568 2.6703 0.0 0.1 0.0
C 0.5102 4.8571 2.6139 0.1 0.3 0.1
C 2.7218 2.2348 3.2555 0.6 0.3 0.0
C -0.2832 -5.0236 2.4714 0.0 0.1 -0.1
C -3.5609 1.8151 4.8773 0.1 0.1 -0.6
C -1.3310 -3.8711 -4.9368 -0.2 0.1 -0.4
C -1.3728 -0.8030 7.3452 0.0 0.0 0.0
C -1.4703 -1.1555 -4.2647 -0.1 -0.2 0.0
C -0.9763 4.3981 -1.8864 0.1 0.0 0.0
C 1.9963 3.8439 1.4479 0.3 0.2 0.1
C -3.4056 4.7768 -0.6097 0.1 0.0 0.0
C -1.9788 0.8677 -5.4540 0.0 0.0 0.0
C 3.6309 -5.4457 0.4713 0.0 0.0 0.0
C 0.2885 -4.4543 -2.5172 0.0 -0.1 0.3
C -2.2508 3.0156 -4.4812 0.0 0.0 0.0
C -0.5630 -4.7783 -1.3201 0.1 -0.1 0.0
C -1.2740 -5.3110 -5.3762 0.0 0.1 -0.1
C -2.4050 1.2231 4.3636 -0.3 0.1 0.2
C 1.5212 4.4687 3.7111 -0.3 -0.3 0.1
C 5.0316 0.1811 1.1777 0.0 0.0 0.0
C -2.1532 0.0892 6.5787 0.2 0.0 -0.3
C -1.9216 2.5068 -3.2224 0.0 0.0 -0.2
C 4.1673 -4.1709 0.4070 0.0 0.0 0.0
C -2.1973 -5.2950 0.8646 0.0 0.0 0.0
C -0.0298 -4.7698 -0.0288 -0.1 -0.1 0.1
C -2.4915 -3.3270 -4.4138 0.1 0.0 -0.1
C -3.3651 0.6918 6.9764 -0.4 0.1 0.4
C 5.2580 0.7593 -0.0584 0.1 0.0 0.0
C -1.1517 5.4482 -0.9965 0.0 0.0 -0.1
C -4.2157 -5.5486 -0.6254 0.1 0.1 0.0
C 4.2749 -1.1786 -1.1225 0.0 0.0 0.0
C -0.1826 -1.2611 6.8532 -0.1 0.0 0.1
H 3.5777 4.1746 2.9574 0.0 0.0 0.0
H -2.0270 0.2006 -6.3078 0.0 0.0 0.0
H -1.2293 -5.3763 -6.4664 0.0 0.0 0.0
H -3.5585 7.1431 0.6330 0.0 0.0 0.0
H -2.5277 2.6141 -6.5734 0.0 0.0 0.0
H 3.8533 -0.8955 3.3496 -0.1 0.1 0.1
H -0.3142 6.1114 -0.8008 -0.1 0.0 -0.1
H 0.1137 -3.4155 -2.8094 0.1 -0.2 0.2
H 6.7821 2.1096 -0.7743 0.0 0.0 0.0
H 5.0760 0.4952 -2.1818 0.0 0.0 0.0
H 0.5598 -5.7108 2.5641 0.0 0.0 0.0
H 0.2734 6.3986 1.1194 0.1 0.0 0.1
H -4.3463 4.9046 -0.0823 0.0 0.0 0.0
H -3.3629 -3.9606 -4.2739 0.0 0.0 0.0
H 6.1178 2.5246 0.8170 0.0 0.0 0.0
H 0.4225 -1.9556 7.4208 0.0 0.0 0.0
H 1.0832 4.9175 -2.2232 0.0 0.0 0.0
H 4.2405 -1.4012 -3.2592 0.0 0.0 0.0
H 0.0803 -4.0211 2.7104 0.0 0.0 0.0
H -4.4137 2.3041 -2.6699 0.0 0.0 0.0
H 1.2092 -1.1454 5.1829 0.0 0.0 0.0
H -4.2998 1.9592 -0.9381 0.0 0.0 0.0
H -4.7170 -4.6230 -0.9191 0.0 0.0 0.0
H 5.3251 0.7016 2.0824 -0.1 0.1 0.0
H 4.2754 -6.3042 0.6230 0.0 0.0 0.0
H -2.8390 -5.4833 1.7197 0.0 0.0 0.0
H 0.7508 3.1745 -2.1795 0.1 0.0 0.0
H -0.5101 4.9837 2.9704 0.0 -0.1 -0.1
H 4.2345 -2.9390 -2.3682 0.0 0.0 0.0
H -4.3779 -6.2813 -1.4187 0.0 0.0 0.0
H 5.1720 2.8212 -0.6482 0.0 0.0 0.0
H -3.9749 -0.3807 -3.6527 0.0 0.0 0.0
H -2.1555 -5.8584 -5.0401 0.0 0.0 0.0
H 0.0234 -5.0907 -3.3636 0.2 0.1 0.4
H -3.9087 -1.6605 -2.4434 0.0 0.0 0.0
H -2.3750 6.3630 1.6751 0.0 0.0 0.0
H 1.2189 -0.4016 -3.9229 0.0 0.0 -0.1
H -5.3655 3.2539 -1.5088 0.0 0.0 0.0
H 1.8266 -6.6059 0.3643 0.0 0.0 0.0
H 0.7092 -3.4646 -5.4505 0.0 0.0 0.0
H 2.7725 -1.9528 -2.4383 0.1 -0.1 -0.1
H 3.1628 5.6619 1.1674 0.0 0.0 0.0
H -1.0452 -5.2983 3.2014 0.0 0.0 0.0
H 1.4376 6.8270 2.3897 0.0 0.0 0.0
H -4.6878 -5.9139 0.2868 0.0 0.0 0.0
H 0.3094 4.1172 -3.6015 0.0 0.0 0.0
H -1.7325 -1.1206 8.3154 0.0 0.0 0.0
H 1.9344 5.3271 4.2358 0.0 0.0 0.0
H -1.8423 7.5733 0.5013 0.0 0.0 0.0
H -2.3287 -5.0287 -2.4965 0.0 0.0 0.1
H 5.2363 -4.0195 0.5090 0.0 0.0 0.0
H 1.7929 -1.4042 -5.2710 0.0 0.0 0.0
H 1.9786 5.3614 -0.1172 0.0 0.0 0.0
H -4.7319 -1.9518 -3.9844 0.0 0.0 0.0
H 5.1955 -2.0007 3.0602 0.0 0.0 0.0
H 3.5368 -2.4931 2.6605 0.0 0.0 0.0
H -0.3883 -5.8122 -4.9809 -0.1 -0.1 -0.1
H 0.7552 0.0008 -5.5746 0.0 0.0 0.0
H 2.3038 3.0677 0.7507 -0.1 0.0 0.0
H -2.5089 4.0658 -4.5581 0.0 0.0 0.0
H 1.3488 -4.5731 -2.3024 0.1 0.0 0.0
H -4.9566 2.0298 6.4948 0.0 0.0 0.0